Computed, not measured: a 8-piece molecular cluster, C88H198F6N3P5 overall in a non-equilibrium geometry, with wB97M-V/def2-TZVPD.

Element x y z (Å)
H (2.63493, -4.12125, -11.96686)
H (-5.83555, -4.39921, 7.89488)
H (6.18494, 11.30189, -0.91235)
H (-7.76177, -0.04619, 2.19978)
C (3.36926, -7.69578, 0.73055)
H (-8.08893, 5.16029, -4.52513)
H (2.56806, 9.88670, 2.90310)
H (-1.27355, 6.29055, -6.15655)
H (2.87345, -12.68677, 0.21366)
H (5.88025, -7.50589, -0.32729)
H (3.21164, -5.39921, -0.75718)
H (6.54117, -0.68204, 1.06024)
C (-7.66653, 2.14700, 2.60547)
H (1.40913, -5.27379, -11.50045)
C (3.26226, -0.45150, -8.48595)
C (7.35877, 11.96793, 2.56734)
C (-7.10175, 2.05356, 4.00816)
H (-6.51105, 2.96876, 4.04796)
H (6.84548, -8.60108, -1.33872)
C (11.25782, 8.86074, 5.87807)
C (-5.59643, -1.96275, 6.54597)
H (3.27133, -3.80534, -7.49005)
C (-2.91029, 4.89127, -6.55070)
H (3.78600, -10.64606, 2.23923)
H (1.05315, -2.58511, -5.54759)
H (1.62571, 1.17755, 5.97486)
H (-2.57671, 1.63833, 5.38883)
P (4.70997, -10.18805, 0.11177)
C (6.07541, -13.31677, -2.29396)
H (-7.07798, 5.11916, -2.32869)
H (6.73269, 14.10688, 6.24466)
H (-5.90084, 2.47028, 8.58935)
H (-7.84291, -0.19296, -4.05235)
H (6.02074, -9.11523, 1.55280)
C (-0.80714, 5.18201, -7.96816)
H (-6.21645, 1.92201, 11.42935)
H (-6.31674, -2.01151, 5.72934)
H (3.89133, -13.80189, 2.49085)
C (-5.82342, -0.19229, -4.83056)
H (0.98433, -3.88095, -9.29736)
C (-5.77244, 1.61425, -11.65700)
C (8.71367, 8.96800, 5.68262)
H (-1.29969, 4.99096, -8.92157)
H (-7.46174, 2.85174, -11.15784)
H (-4.06613, -5.52350, 0.55978)
H (9.45370, 10.74835, 4.59100)
C (2.88730, -13.43134, 2.28419)
H (-3.98266, -3.17187, 7.24289)
C (-5.82284, 3.51951, -9.95683)
C (6.28242, -9.47010, 0.55596)
H (-5.22834, -4.56887, -0.33343)
H (-5.71813, -7.82689, -0.36989)
H (7.41103, 11.94203, 6.03367)
H (3.90752, 0.90839, 5.79615)
H (1.38003, -0.48554, 5.14841)
C (-5.49966, -4.51287, 6.86416)
C (-5.08265, -5.13116, 0.58891)
H (-5.57019, 0.36165, -3.92661)
C (3.18690, -2.26420, -6.04308)
H (-6.90547, 2.41108, 1.87121)
H (2.69004, 0.01276, -9.28914)
H (3.17424, 1.96496, 3.53924)
H (-7.95664, -8.59007, -1.70935)
C (5.99888, 9.47332, 3.50220)
H (9.56693, -6.16884, -0.37569)
C (-3.20498, 4.97671, 5.00477)
H (5.50457, 16.38323, 5.47853)
H (-5.06317, 3.18728, 6.31918)
H (-0.48174, 4.25377, -7.49851)
C (-1.76466, 5.84021, -7.01917)
F (-3.21320, 1.14944, -0.87700)
C (-4.43367, 2.29991, 6.25291)
H (-4.04130, -0.63454, 7.20905)
H (3.17728, 0.18549, -7.60554)
F (-1.42720, 2.40869, -0.18040)
C (2.13122, -14.70497, 1.75854)
H (0.58263, -2.56749, -7.88793)
H (1.96830, -1.86732, -10.37555)
H (-4.75186, 3.55662, -10.15614)
C (-6.14936, 4.43163, -4.94121)
C (1.90571, -3.88982, -9.87967)
C (-7.07124, 5.54415, -4.45402)
H (2.18018, -0.31147, 6.69781)
H (-3.64962, 2.41751, 4.25322)
H (3.84123, 6.98745, 2.59656)
H (8.30668, 13.33989, 0.33119)
H (0.03302, 5.81857, -8.24574)
H (5.20677, -13.82407, -2.71376)
H (8.61997, 9.55324, 6.59740)
H (0.90537, -3.64923, -11.79168)
C (-7.20859, -9.20232, 1.48550)
C (-4.68569, -0.73180, 6.33532)
H (6.77900, -14.10790, -2.03476)
H (3.54855, -2.95651, -5.28280)
H (-8.29307, 2.21748, 9.11401)
C (4.71191, 9.99512, 2.68982)
C (1.29949, -1.84105, -7.50518)
C (-6.29346, 4.21896, -6.46069)
C (3.53587, -8.93657, -0.23300)
C (-6.57778, -7.19527, -0.14597)
H (-6.93223, 2.10622, -8.67724)
H (-5.01413, -4.32777, 1.32237)
H (-6.74388, 1.59425, -5.61367)
H (6.66688, -12.30487, -0.56806)
H (-3.84452, 1.16235, -6.58904)
H (4.27963, -7.11405, 0.87517)
H (6.61695, 14.25960, 4.48242)
H (-5.29884, 1.63463, -8.93869)
C (-7.56712, 1.59579, 9.63804)
H (-4.43954, 2.20433, -5.30212)
C (-9.39685, -9.74154, -0.64828)
H (-6.93928, -5.67476, 1.46565)
C (-6.01531, 0.83845, -5.90702)
C (3.25650, 7.84078, 2.25304)
H (2.56878, -9.42732, -0.34258)
H (2.51478, -6.70183, -1.75626)
H (9.00253, 9.29055, 3.64661)
C (1.67648, -1.84227, -6.04531)
H (-3.57007, 5.54864, -5.98443)
H (7.69554, -7.30195, 1.27838)
C (8.12333, 11.43789, 1.33162)
H (2.15376, -6.10931, 1.28582)
C (6.51987, 11.54770, 5.54537)
C (-6.12569, -6.24600, 1.01859)
H (8.76457, 11.92622, -0.56435)
H (6.69626, 1.18885, 2.81849)
H (7.87759, 8.26955, 5.64758)
H (7.03848, -10.25494, 0.57893)
H (-6.11213, -1.97848, 7.50613)
H (3.72306, -1.34799, -5.79567)
H (3.43937, 1.70832, 1.17233)
H (-3.24657, 4.82088, 3.92677)
C (2.55308, -2.55922, -9.76940)
C (3.53765, -2.75207, -7.40172)
C (-6.43880, 1.52243, 8.60603)
C (-6.86366, 1.04354, 7.23324)
N (4.56741, 0.69271, 2.72498)
H (-8.43442, 2.91681, 2.68190)
C (8.55732, -6.49956, -0.61945)
C (5.46119, -0.81965, 1.11319)
H (-4.85339, -5.38927, 6.81571)
H (-6.38841, 5.09299, -7.10502)
H (9.94014, 7.36728, 6.68418)
C (-4.76353, -3.26305, 6.48789)
H (4.25848, 15.37522, 4.84331)
H (3.88765, -0.32073, -0.09348)
H (5.39495, -1.80502, 0.65195)
C (3.41008, 9.20541, 3.02537)
H (-3.93986, -0.88621, 5.55557)
H (3.46415, 8.06471, 1.20670)
H (5.73570, 8.84962, 4.35651)
C (-8.96118, -7.70141, 0.63585)
C (5.70517, -12.53692, -1.02560)
H (1.47661, -5.40509, -1.04828)
C (-6.39234, 3.01762, -11.28814)
H (5.94572, 0.76549, 4.31636)
F (0.05791, 0.85193, -0.86995)
H (-7.34974, 1.95847, 6.89453)
H (6.19752, 10.73013, 6.19018)
H (12.14443, 8.22838, 5.83190)
H (-7.24660, -10.06514, -0.99574)
C (-6.85594, 5.95115, -2.99697)
C (-7.10224, -0.88406, -4.45469)
C (4.88305, -0.69896, 2.46314)
H (2.20170, 7.56974, 2.20801)
H (-10.97411, -8.29319, 0.04013)
H (8.65659, -8.40738, 0.47162)
H (-5.64244, -6.80457, 1.82019)
H (5.04191, 2.18796, 1.19589)
H (1.29069, -7.40938, 0.48614)
C (-4.72373, 1.69099, -6.22072)
C (6.61430, 12.25603, -0.60677)
H (1.89436, -11.79942, 1.21981)
H (11.31149, 9.69645, 5.18035)
C (3.25367, 0.87841, 3.57353)
C (-8.41090, 0.82939, 2.19102)
H (10.03384, 7.35898, 4.94343)
H (5.86148, 12.70157, 0.04349)
C (-6.26048, 0.78589, 4.32242)
C (2.00428, 0.18226, 5.74210)
H (4.90144, 9.91724, 1.61926)
H (-6.31710, -9.77450, 1.22866)
H (-7.22727, 3.66160, -6.53466)
C (-5.93244, 2.51432, -8.82553)
C (5.47816, 12.65291, 5.48687)
H (-2.26810, 6.71087, -7.43941)
C (6.04310, 14.13778, 5.40109)
C (3.33532, 0.32491, 5.07489)
H (-9.92053, -9.77427, -1.60367)
H (1.54529, -0.85940, -5.59269)
H (9.18256, 11.33697, 1.56821)
H (-1.52221, 3.68741, 5.01919)
H (-2.20274, 3.77743, 6.55798)
H (-2.52763, 4.07631, -5.93628)
H (7.81435, 10.42572, 1.07060)
C (-2.49498, 3.69917, 5.51081)
C (6.86981, -12.59046, -3.40949)
P (7.12323, 10.82913, 4.04103)
H (7.27513, -13.30028, -4.13059)
H (-4.03165, 4.99710, -8.34510)
H (0.83246, -0.86879, -7.66237)
H (-7.57766, 0.23167, 7.09477)
H (-5.98529, 3.55355, -4.31661)
C (1.72469, -4.23761, -11.37861)
H (7.83950, 12.84772, 2.99510)
C (8.00443, 12.31565, 0.11287)
H (-8.99349, -7.38215, 1.67754)
C (-3.68200, 4.16015, -7.74065)
H (-7.01877, 6.34970, -5.18644)
C (4.77655, 0.16515, 0.30885)
C (-3.28389, 2.46050, 5.27913)
H (3.77573, -8.58716, -1.23723)
H (-8.96315, 0.99559, 1.26609)
H (5.26666, 0.61074, -0.55680)
H (4.58517, -2.58773, -7.65430)
H (6.62180, 12.86469, -1.51097)
H (-6.76310, 3.33406, 10.69526)
H (6.55001, 8.80368, 2.84195)
H (-7.59350, 6.73804, -2.83911)
H (5.52732, 2.33031, 3.64407)
C (8.72952, 9.94172, 4.47701)
H (8.68921, -6.85758, -1.64049)
C (2.34623, -6.04582, -0.90224)
H (-6.14434, 1.29928, -12.63198)
H (4.60410, 15.22587, 6.54464)
H (-5.02506, -0.91913, -4.98030)
H (4.96448, -11.88206, 1.86780)
C (7.92262, -7.62884, 0.26364)
H (-6.31024, -4.79955, 6.19418)
H (3.96974, -1.29216, 2.41727)
F (-1.73337, 0.32977, 0.63131)
F (-1.61367, 1.75088, -2.26787)
H (-6.40857, 0.29510, -6.76622)
H (-6.10273, 0.78570, -11.03049)
H (-9.43278, -10.76220, -0.26740)
P (-5.51409, 0.85398, 6.00609)
H (5.46350, -1.25160, 3.20190)
H (-4.25803, 5.05660, 5.27454)
H (2.36659, -13.16474, 3.20392)
H (7.73056, -12.06122, -3.00070)
H (-5.86273, 6.34202, -2.77597)
C (2.87604, -12.27312, 1.22212)
C (4.12801, -11.31940, 1.45327)
H (2.68643, -15.05682, 0.88903)
H (6.19357, -11.86803, -3.86653)
H (-7.84905, 2.20677, 4.78673)
H (-5.55636, 0.56395, 3.52051)
H (-9.13985, 0.84776, 3.00121)
H (11.11583, 9.33040, 6.85139)
H (-6.99819, -0.01622, 4.34542)
H (1.09108, -14.57772, 1.45848)
H (2.43588, 0.52336, 2.94644)
H (-3.05723, 3.56197, -8.40394)
H (5.22309, -10.74666, -2.21681)
C (-7.98731, -9.27653, -0.86323)
C (6.67003, -8.25707, -0.31943)
C (-7.10063, 2.32607, 10.93634)
H (3.82075, -11.54921, -1.62275)
C (4.84487, -11.29212, -1.35221)
H (-5.83557, 0.72107, 9.03268)
C (5.06883, 15.38851, 5.57218)
H (-7.60614, -1.32681, -5.31386)
H (5.18055, -13.18323, -0.32193)
H (4.59909, 11.06842, 2.84282)
H (3.68814, -0.70638, 5.08148)
N (2.57472, -1.85647, -8.35267)
H (4.26267, -0.70947, -8.83340)
H (-5.15528, 4.80242, -4.69136)
H (-6.91304, -1.67334, -3.72714)
F (-1.95125, -0.51710, -1.59053)
H (-6.72991, -6.58400, -1.03553)
C (-10.00942, -8.72903, 0.29997)
H (3.21084, -8.16133, 1.70332)
H (-6.87398, -8.55756, 2.29816)
N (-7.61875, -8.27094, 0.29219)
H (-9.06638, -6.84825, -0.03432)
P (-5.13540, 3.09519, -7.31493)
C (5.77049, 1.30038, 3.38293)
H (3.57091, -2.57024, -10.15926)
H (-8.09006, -9.76747, 1.78835)
H (-2.65224, 5.89279, 5.21306)
C (4.43801, 1.28414, 1.27661)
C (9.95944, 8.01701, 5.80921)
H (2.54498, -4.64209, -9.41758)
H (6.38266, 12.30080, 2.21448)
H (-4.23380, -3.25588, 5.53530)
H (-6.29436, 4.47801, -9.73992)
H (4.86029, 12.55225, 6.37918)
H (-10.24889, -9.26159, 1.22038)
H (-6.22656, 3.91062, -11.89077)
H (-4.68290, 1.63525, -11.63335)
H (3.47473, 9.05639, 4.10320)
H (7.95036, -5.59436, -0.63706)
H (-7.82581, 2.38851, 11.74771)
C (2.20539, -6.81722, 0.45859)
H (2.21356, -15.56556, 2.42239)
H (4.71726, 12.43839, 4.73645)
H (-7.95250, 0.63156, 9.96945)
H (-4.05499, 2.17784, 7.26770)
P (-1.62284, 0.94437, -0.88523)

The total energy is -161640.573 eV. The value obtained for the maximum force is 0.0706 Eh/bohr. Its highest occupied orbital energy is -18.15 eV. The net charge is +6. As for the frontier orbital gap: 10.03 eV. The energy above the lowest of the compared OMol25 structures with the same formula, charge and spin comes out at 13.14 kcal per mole. The LUMO energy is -8.1 eV.

Here are the Löwdin charges for atoms 1 to 99, given in e:
1 H 0.09
2 H 0.09
3 H 0.07
4 H 0.06
5 C -0.25
6 H 0.11
7 H 0.11
8 H 0.11
9 H 0.08
10 H 0.09
11 H 0.07
12 H 0.13
13 C -0.25
14 H 0.09
15 C 0.06
16 C -0.23
17 C -0.26
18 H 0.10
19 H 0.12
20 C -0.10
21 C -0.23
22 H 0.13
23 C -0.21
24 H 0.09
25 H 0.12
26 H 0.08
27 H 0.11
28 P 0.98
29 C -0.25
30 H 0.08
31 H 0.10
32 H 0.11
33 H 0.08
34 H 0.10
35 C -0.11
36 H 0.07
37 H 0.11
38 H 0.10
39 C -0.28
40 H 0.10
41 C -0.09
42 C -0.24
43 H 0.07
44 H 0.11
45 H 0.07
46 H 0.09
47 C -0.23
48 H 0.11
49 C -0.27
50 C -0.26
51 H 0.07
52 H 0.13
53 H 0.10
54 H 0.12
55 H 0.08
56 C -0.11
57 C -0.09
58 H 0.11
59 C -0.17
60 H 0.11
61 H 0.10
62 H 0.13
63 H 0.13
64 C -0.25
65 H 0.07
66 C -0.08
67 H 0.08
68 H 0.10
69 H 0.08
70 C -0.26
71 F -0.19
72 C -0.27
73 H 0.10
74 H 0.11
75 F -0.21
76 C -0.10
77 H 0.12
78 H 0.13
79 H 0.10
80 C -0.26
81 C -0.24
82 C -0.26
83 H 0.09
84 H 0.12
85 H 0.06
86 H 0.12
87 H 0.08
88 H 0.11
89 H 0.11
90 H 0.08
91 C 0.06
92 C -0.27
93 H 0.11
94 H 0.12
95 H 0.11
96 C -0.22
97 C -0.11
98 C -0.25
99 C -0.27